# 1
Computed, not measured: a molecular structure, C28H85AsF6N7O11, with the ωB97M-V functional and the def2-TZVPD basis.

Structure (ORCA input):
```
! RIJCOSX wB97M-V def2-TZVPD def2/J DEFGRID3
* xyz -2 2
As -5.79 2.89 1.70
F -6.20 1.90 3.14
F -5.65 1.37 0.80
F -5.38 3.80 0.27
F -6.05 4.39 2.67
F -4.06 2.80 2.23
F -7.51 3.02 1.17
O -4.34 1.28 4.79
H -5.07 1.50 4.20
H -4.24 2.06 5.34
O -7.52 -0.60 -0.28
H -8.38 -0.44 0.10
H -6.97 0.10 0.07
O -4.92 5.89 4.83
H -5.20 5.32 4.12
H -5.71 6.01 5.36
O -6.91 5.20 -1.47
H -6.25 4.86 -0.86
H -7.49 4.46 -1.62
C -4.20 -2.34 -0.37
C -3.15 -2.36 0.77
C -1.76 -2.76 0.28
O -1.76 -4.08 -0.33
C -0.50 -4.46 -0.77
N -3.12 -1.09 1.48
H -3.84 -1.93 -1.31
H -5.17 -1.91 -0.13
H -4.46 -3.38 -0.54
H -3.44 -3.10 1.52
H -1.06 -2.73 1.11
H -1.40 -2.03 -0.44
H 0.13 -4.87 0.02
H 0.17 -3.67 -1.11
H -0.49 -5.21 -1.56
H -2.76 -0.49 0.75
H -4.10 -0.84 1.52
C -3.03 1.50 -1.39
C -1.78 2.04 -0.71
C -1.55 3.54 -0.86
O -0.15 3.74 -0.82
C 0.19 5.06 -1.04
N -1.86 1.60 0.63
H -3.35 0.55 -0.96
H -2.91 1.47 -2.47
H -3.87 2.18 -1.25
H -0.99 1.52 -1.23
H -2.18 4.12 -0.17
H -1.87 3.78 -1.87
H -0.10 5.42 -2.02
H 1.26 5.07 -0.82
H -0.17 5.78 -0.30
H -0.99 1.87 1.05
H -2.61 2.04 1.15
C -6.88 -1.44 3.09
C -7.43 -2.60 4.01
C -8.25 -3.70 3.28
O -9.01 -4.50 4.14
C -10.22 -5.04 3.68
N -6.30 -3.29 4.64
H -6.22 -1.83 2.32
H -6.31 -0.75 3.72
H -7.77 -0.86 2.83
H -8.07 -2.24 4.81
H -7.61 -4.41 2.74
H -8.95 -3.22 2.60
H -10.50 -5.69 4.51
H -10.09 -5.61 2.76
H -10.99 -4.28 3.51
H -6.63 -4.17 5.01
H -5.61 -3.56 3.96
C -2.64 6.95 1.47
C -1.75 5.95 2.20
C -0.56 6.56 2.86
O 0.27 7.13 1.85
C 1.50 7.55 2.41
N -2.55 5.13 3.13
H -3.40 6.37 0.95
H -2.02 7.58 0.84
H -3.13 7.49 2.28
H -1.33 5.24 1.49
H -0.11 5.76 3.44
H -0.84 7.36 3.55
H 1.86 6.73 3.03
H 1.33 8.46 2.98
H 2.20 7.76 1.60
H -2.86 4.31 2.63
H -3.38 5.63 3.40
C -10.29 3.77 -1.45
C -9.32 2.59 -1.84
C -10.04 1.56 -2.68
O -10.88 0.78 -1.91
C -11.54 -0.26 -2.61
N -8.17 3.07 -2.63
H -10.60 4.35 -2.32
H -9.92 4.35 -0.61
H -11.20 3.34 -1.03
H -8.88 2.06 -1.00
H -9.34 0.83 -3.10
H -10.60 2.13 -3.42
H -12.22 0.25 -3.30
H -12.20 -0.81 -1.94
H -10.82 -0.97 -3.02
H -8.52 3.36 -3.53
H -7.54 2.32 -2.88
C -11.56 5.19 2.63
C -10.11 5.01 2.45
C -9.37 6.30 2.06
O -9.95 6.81 0.83
C -9.47 8.09 0.51
N -9.61 4.51 3.75
H -11.94 5.76 1.79
H -11.88 5.77 3.49
H -12.15 4.29 2.80
H -9.90 4.24 1.70
H -8.30 6.13 1.94
H -9.45 7.04 2.85
H -8.44 8.08 0.15
H -9.48 8.71 1.41
H -10.10 8.61 -0.21
H -8.68 4.14 3.64
H -10.01 3.59 3.74
C -12.24 1.42 1.48
C -10.67 1.39 1.58
C -10.19 1.13 3.03
O -10.67 2.02 3.94
C -10.29 1.70 5.29
N -10.16 0.32 0.76
H -12.76 2.06 2.20
H -12.57 0.41 1.70
H -12.49 1.75 0.47
H -10.35 2.35 1.16
H -9.11 1.11 3.15
H -10.56 0.13 3.29
H -10.87 0.86 5.69
H -10.28 2.56 5.96
H -9.26 1.37 5.44
H -10.67 -0.47 1.14
H -10.52 0.56 -0.16
*
```

The value obtained for the max |F| is 2.97 eV Å⁻¹. The calculation puts the frontier orbital gap (spin up / spin down) at 0.0755 / 0.2826 Eh. The value obtained for the energy relative to the best compared isomer or geometry (same formula, charge and spin) is 0.0 kcal per mole.

---

# 2
Computed, not measured: 14 unconnected molecules or ions with the total composition C28H91N7O14, with the ωB97M-V functional and the def2-TZVPD basis.

Structure (ORCA input):
```
! RIJCOSX wB97M-V def2-TZVPD def2/J DEFGRID3
* xyz 1 2
O 0.19 4.74 0.52
H -0.74 4.53 0.44
H 0.64 4.00 0.11
O -2.79 4.77 -0.26
H -3.37 4.08 0.08
H -2.56 4.47 -1.14
O 4.00 2.79 0.47
H 4.62 3.50 0.28
H 4.54 2.00 0.45
O -1.26 2.38 3.85
H -0.53 1.77 3.78
H -1.95 1.99 3.31
O 0.47 0.34 3.85
H 0.95 0.16 3.04
H 1.10 0.15 4.55
O 2.86 3.05 3.25
H 3.01 2.76 2.34
H 2.88 2.24 3.76
O 3.55 0.22 3.40
H 4.11 -0.44 3.82
H 3.66 0.06 2.47
C -0.55 -0.93 -3.38
C 0.06 -0.19 -4.61
C 1.58 -0.01 -4.47
O 1.88 0.94 -3.40
C 3.25 1.34 -3.39
N -0.23 -0.96 -5.84
H -0.53 -0.22 -2.55
H -0.03 -1.83 -3.04
H -1.58 -1.17 -3.63
H -0.45 0.75 -4.82
H 1.97 0.34 -5.42
H 2.11 -0.94 -4.27
H 4.02 0.58 -3.49
H 3.41 2.04 -2.57
H 3.40 1.84 -4.35
H -1.22 -1.01 -6.03
H 0.13 -0.41 -6.61
C -4.97 5.53 -5.97
C -4.31 4.63 -4.83
C -2.82 5.15 -4.35
O -2.44 4.51 -3.15
C -1.65 3.37 -3.39
N -5.15 4.60 -3.73
H -4.26 5.86 -6.73
H -5.40 6.43 -5.55
H -5.89 5.09 -6.36
H -4.32 3.61 -5.22
H -2.89 6.20 -4.07
H -2.09 5.00 -5.15
H -0.88 3.59 -4.13
H -2.23 2.58 -3.86
H -1.21 3.02 -2.46
H -5.39 5.57 -3.58
H -4.47 4.47 -3.00
C -4.12 1.25 -0.62
C -4.95 1.88 0.54
C -4.16 2.32 1.87
O -3.17 1.30 2.27
C -3.72 0.15 2.79
N -5.59 3.07 0.08
H -3.73 0.24 -0.44
H -3.26 1.91 -0.73
H -4.74 1.12 -1.51
H -5.69 1.12 0.79
H -4.88 2.53 2.66
H -3.53 3.20 1.79
H -2.86 -0.33 3.27
H -4.14 -0.39 1.94
H -4.41 0.10 3.62
H -5.86 2.93 -0.89
H -6.40 3.27 0.65
C -0.49 1.31 0.33
C 1.03 1.56 0.26
C 1.78 0.25 -0.01
O 1.66 -0.54 1.18
C 2.00 -1.90 0.92
N 1.24 2.58 -0.78
H -0.77 0.66 -0.50
H -1.14 2.17 0.47
H -0.60 0.72 1.24
H 1.44 1.98 1.17
H 2.82 0.57 -0.03
H 1.56 -0.24 -0.96
H 1.50 -2.36 0.06
H 1.69 -2.53 1.76
H 3.07 -2.04 0.83
H 1.39 2.15 -1.68
H 2.17 2.83 -0.47
C 5.78 -2.73 -1.06
C 6.18 -1.37 -0.39
C 5.72 -0.11 -1.23
O 6.15 1.14 -0.56
C 7.54 1.40 -0.64
N 5.43 -1.29 0.86
H 4.79 -2.82 -1.50
H 5.68 -3.54 -0.33
H 6.36 -2.97 -1.95
H 7.24 -1.32 -0.17
H 4.65 -0.14 -1.40
H 6.21 -0.08 -2.20
H 8.05 0.92 -1.47
H 8.02 1.06 0.28
H 7.77 2.46 -0.72
H 5.30 -0.35 1.21
H 5.79 -1.84 1.62
C -2.41 -4.44 -2.05
C -2.82 -3.86 -0.73
C -1.60 -3.62 0.19
O -1.06 -4.83 0.70
C -0.14 -4.67 1.77
N -3.36 -2.58 -1.15
H -1.62 -3.87 -2.54
H -3.30 -4.42 -2.67
H -2.09 -5.46 -1.84
H -3.57 -4.38 -0.14
H -1.92 -3.03 1.05
H -0.77 -3.03 -0.21
H -0.07 -5.48 2.50
H -0.40 -3.77 2.33
H 0.83 -4.51 1.31
H -2.75 -1.99 -1.70
H -4.24 -2.58 -1.65
C -0.40 -6.04 7.25
C -0.05 -5.88 5.75
C 0.33 -4.50 5.42
O -0.81 -3.73 5.20
C -0.55 -2.43 4.66
N 0.96 -6.85 5.55
H -0.84 -7.02 7.44
H -1.17 -5.34 7.56
H 0.50 -6.09 7.87
H -0.87 -6.26 5.14
H 1.04 -4.48 4.59
H 0.93 -3.97 6.15
H -1.38 -2.12 4.02
H 0.37 -2.27 4.10
H -0.56 -1.85 5.58
H 0.52 -7.53 4.96
H 1.17 -7.28 6.44
*
```

The value obtained for the max |F| is 4.40 eV Å⁻¹. The calculation puts the frontier orbital gap (spin up / spin down) at 0.3114 / 0.0885 Eh. The value obtained for the energy relative to the best compared isomer or geometry (same formula, charge and spin) is 14.1 kcal per mole.

---

# 3
Computed, not measured: 15 unconnected molecules or ions with the total composition C28H92N6O17, with the ωB97M-V functional and the def2-TZVPD basis.

Structure (ORCA input):
```
! RIJCOSX wB97M-V def2-TZVPD def2/J DEFGRID3
* xyz 0 1
C 4.49 4.52 -4.56
C 4.29 4.43 -3.05
C 4.41 3.00 -2.68
O 3.42 2.21 -3.41
C 3.73 0.84 -3.29
N 5.13 5.19 -2.17
H 5.42 3.95 -4.91
H 4.54 5.58 -4.80
H 3.68 4.04 -5.08
H 3.25 4.65 -2.76
H 4.22 2.92 -1.64
H 5.47 2.58 -2.93
H 4.59 0.63 -3.94
H 2.95 0.21 -3.69
H 3.95 0.50 -2.25
H 6.18 5.19 -2.39
H 4.84 6.13 -2.11
C 1.80 1.41 2.81
C 2.66 2.70 2.89
C 3.44 2.80 4.15
O 4.42 1.79 4.17
C 5.19 1.81 5.34
N 3.47 2.90 1.68
H 0.85 1.48 3.36
H 2.31 0.47 3.20
H 1.54 1.35 1.78
H 2.03 3.53 2.99
H 2.83 2.63 5.13
H 4.05 3.76 4.26
H 6.15 1.35 5.04
H 4.74 1.20 6.19
H 5.39 2.78 5.80
H 4.33 2.36 1.84
H 3.77 3.90 1.69
C -2.44 1.24 4.23
C -2.00 2.60 3.61
C -3.15 3.24 2.87
O -3.33 2.47 1.66
C -3.65 3.09 0.48
N -1.52 3.53 4.62
H -1.83 0.32 4.00
H -3.40 1.00 3.83
H -2.60 1.35 5.31
H -1.22 2.54 2.86
H -2.79 4.23 2.63
H -4.11 3.37 3.47
H -3.60 2.33 -0.31
H -2.86 3.85 0.27
H -4.67 3.50 0.51
H -0.87 3.05 5.23
H -1.09 4.38 4.22
C -0.73 -1.47 -3.14
C 0.02 -0.19 -3.29
C 0.18 0.19 -4.75
O 0.85 -0.90 -5.39
C 1.44 -0.41 -6.60
N -0.73 0.90 -2.62
H -1.62 -1.56 -3.82
H -0.98 -1.73 -2.15
H -0.09 -2.30 -3.52
H 1.03 -0.23 -2.86
H 0.63 1.25 -4.71
H -0.80 0.22 -5.22
H 1.88 -1.25 -7.15
H 2.28 0.25 -6.28
H 0.68 0.07 -7.26
H -0.31 1.77 -2.87
H -0.70 0.76 -1.62
C -1.74 -5.27 -1.03
O -1.89 -4.32 0.05
C -3.15 -3.68 0.11
C -4.34 -4.49 0.52
N -5.47 -3.61 0.80
C -6.79 -4.31 1.04
C -7.81 -3.71 0.05
O -9.10 -4.12 0.38
C -10.08 -3.42 -0.30
H -2.37 -5.02 -1.85
H -2.01 -6.32 -0.70
H -0.70 -5.15 -1.28
H -3.39 -3.17 -0.85
H -2.99 -2.88 0.82
H -4.04 -5.01 1.41
H -4.66 -5.13 -0.26
H -5.24 -2.98 1.59
H -7.14 -4.22 2.02
H -6.62 -5.40 0.83
H -7.55 -3.97 -0.94
H -7.68 -2.63 0.10
H -9.81 -2.35 -0.42
H -10.98 -3.53 0.33
H -10.22 -3.79 -1.32
C 1.86 -4.62 -3.03
O 1.82 -4.53 -1.66
C 1.77 -3.24 -1.18
C 1.76 -3.26 0.28
N 1.87 -1.91 0.84
C 3.16 -1.25 0.81
C 4.04 -1.60 1.98
O 5.33 -1.06 1.73
C 6.26 -1.26 2.81
H 0.95 -4.12 -3.49
H 1.82 -5.66 -3.27
H 2.83 -4.13 -3.48
H 0.87 -2.75 -1.64
H 2.57 -2.59 -1.59
H 2.55 -3.96 0.63
H 0.81 -3.57 0.71
H 1.40 -1.81 1.74
H 3.03 -0.16 0.75
H 3.68 -1.53 -0.11
H 4.03 -2.65 2.15
H 3.67 -1.11 2.93
H 7.17 -0.69 2.52
H 6.47 -2.28 2.98
H 5.94 -0.81 3.75
O -2.69 -2.09 3.46
H -2.68 -1.22 2.94
H -2.83 -2.76 2.77
O 1.63 2.41 -0.38
H 2.43 2.27 0.22
H 0.99 1.71 -0.13
O -0.28 0.28 0.26
H -1.12 -0.05 0.64
H 0.36 -0.34 0.63
O -3.48 1.12 -2.58
H -3.68 2.09 -2.69
H -2.47 1.06 -2.74
O 0.86 3.43 -2.94
H 1.03 3.31 -1.96
H 1.58 2.98 -3.32
O -2.85 -0.18 1.27
H -3.54 -0.32 0.54
H -2.94 0.77 1.47
O 0.25 -1.68 3.49
H -0.64 -1.87 3.17
H 0.14 -1.09 4.21
O -4.83 -0.33 -0.64
H -4.69 0.17 -1.43
H -4.89 -1.26 -0.92
O 1.26 4.89 1.33
H 0.45 5.35 1.30
H 1.32 4.07 0.87
*
```

The value obtained for the max |F| is 3.42 eV Å⁻¹. The calculation puts the frontier orbital gap at 0.3367 Eh.

---

# 4
Computed, not measured: a molecular structure, C29H14BrCl2F5HfN5O3Se, with the ωB97M-V functional and the def2-TZVPD basis.

Structure (ORCA input):
```
! RIJCOSX wB97M-V def2-TZVPD def2/J DEFGRID3
* xyz 1 1
Hf 0.22 -0.33 -0.15
Cl -3.74 5.13 -0.44
C -2.76 3.86 0.21
C -2.67 2.68 -0.50
C -1.88 1.66 -0.01
N -1.64 0.41 -0.66
C -2.66 -0.34 -1.19
O -3.82 -0.03 -1.32
C -2.18 -1.71 -1.62
C -3.05 -2.56 -2.28
C -2.58 -3.79 -2.70
C -1.26 -4.13 -2.45
C -0.46 -3.24 -1.77
N -0.90 -2.04 -1.35
C -1.18 1.82 1.19
C -1.27 3.00 1.90
C -2.07 4.02 1.41
Cl -2.16 5.49 2.31
N -0.38 0.69 1.57
C -0.61 0.06 2.77
O -1.20 0.48 3.73
C -0.08 -1.36 2.78
C 0.01 -2.06 3.96
C 0.43 -3.37 3.93
C 0.72 -3.96 2.71
C 0.60 -3.20 1.56
N 0.22 -1.92 1.59
H -3.22 2.56 -1.42
H -4.06 -2.22 -2.44
H -3.23 -4.47 -3.23
H -0.85 -5.08 -2.77
H 0.57 -3.48 -1.56
H -0.75 3.13 2.84
H -0.27 -1.55 4.87
H 0.52 -3.95 4.84
H 1.04 -4.99 2.63
H 0.82 -3.63 0.59
O 6.35 -0.28 2.32
C 5.06 -0.24 1.97
C 4.10 0.52 2.63
C 2.81 0.49 2.17
N 2.43 -0.25 1.13
C 3.37 -0.96 0.53
Br 2.71 -1.90 -0.98
C 4.69 -1.02 0.87
H 6.53 0.30 3.07
H 4.37 1.14 3.48
H 2.03 1.09 2.64
H 5.42 -1.61 0.32
F -2.08 3.25 -5.35
C -1.24 2.94 -4.38
C -0.93 1.61 -4.12
F -1.50 0.64 -4.84
C -0.05 1.33 -3.11
F 0.20 0.01 -2.85
C 0.54 2.28 -2.31
Se 1.67 1.75 -0.86
C 0.21 3.60 -2.58
F 0.71 4.59 -1.85
C -0.66 3.93 -3.60
F -0.96 5.20 -3.84
*
```

The value obtained for the max |F| is 1.19 eV Å⁻¹. The calculation puts the frontier orbital gap at 0.2589 Eh. The value obtained for the energy relative to the best compared isomer or geometry (same formula, charge and spin) is 5.1 kcal per mole.

---

Which formula does entry 1 have? C28H85AsF6N7O11